Computed, not measured: C5H9NO2 as an isolated structure, with wB97M-V/def2-TZVPD.

Cartesian coordinates (Å):
C: 0.3997 -0.0833 1.6663
N: 0.3428 -0.1492 0.2053
C: -0.7295 -1.0115 -0.2994
C: -2.0789 -0.5008 -0.0274
C: -3.2057 -0.1403 0.2248
C: 1.2006 1.4665 -1.0390
O: 1.4096 2.5092 -0.4504
H: 0.4685 -1.0926 2.0998
H: 1.2747 0.5064 1.9624
H: -0.4833 0.4347 2.0658
H: -0.5998 -1.1219 -1.3850
H: -0.6351 -2.0220 0.1331
H: -4.2344 0.0536 0.4730
H: 0.5366 1.3951 -1.9243
H: 1.4881 -0.5479 -0.2970
O: 2.4401 0.3581 -1.2420
H: 2.4061 -0.0543 -2.1660

Output
Calculated total energy in eV: -10911.207
Highest occupied orbital energy in Ha: -0.3423
Spin multiplicity: 1
Max |F| in eV/Å: 4.5
LUMO level in hartree: 0.019
Molar mass in g mol⁻¹: 115.1
Energy relative to the best compared isomer or geometry (same formula, charge and spin) in kcal/mol: 123.8